Computed, not measured: a molecular structure, C47H50IrN6O3 at a distorted geometry, with the ωB97M-V functional and the def2-TZVPD basis.

ΔE to the lowest compared entry with this formula, charge and spin   0.421 eV

Structure (ORCA input):
```
! wB97M-V def2-TZVPD RIJCOSX def2/J DEFGRID3
* xyz 1 1
H 6.34 5.52 -0.55
H -3.25 1.37 4.68
H 2.14 -2.77 -5.17
H 0.34 -1.64 -7.41
C 0.07 5.99 0.34
C -0.72 -4.32 -0.43
H -7.48 0.86 4.25
H -2.38 -6.63 2.50
C 2.33 4.38 1.30
C 0.97 1.56 4.20
H -1.43 -3.90 -5.06
H -3.00 4.12 -1.02
H -0.21 -3.67 -3.05
C -0.91 -5.04 0.75
H 4.59 5.12 3.72
C 3.13 4.56 0.16
H -2.85 6.59 -1.27
H 1.09 2.63 4.02
C 2.86 4.58 2.57
C -0.50 -2.96 -0.40
C 2.55 4.29 -1.20
C 1.90 0.63 1.97
N -0.36 0.37 2.51
H 1.85 1.20 4.74
H 0.97 -7.01 0.84
H 0.86 2.93 1.21
O -2.41 -0.56 1.31
O -2.35 1.89 -0.36
C -5.39 1.19 4.60
H 2.21 4.47 3.43
H 0.38 -6.88 -0.83
C 4.46 4.96 0.32
H 4.94 5.97 -1.53
N -0.36 -0.79 -1.38
C -4.99 -0.18 2.22
O -0.23 1.76 0.29
H -7.12 -0.36 2.13
C 0.00 4.59 0.49
C -0.65 -2.96 1.91
C -2.06 6.03 -0.79
H 3.33 4.09 -1.94
H -2.51 -7.91 -0.29
H 4.65 -0.24 -0.55
H -0.24 1.11 -2.13
H 1.88 3.43 -1.17
C -0.36 -2.11 -1.61
C 5.35 5.20 -0.87
C -3.90 0.30 2.94
C -2.32 -6.84 -0.27
H -0.01 -8.30 0.14
C -0.22 -2.61 -2.89
N 1.62 -0.06 0.82
C 4.18 4.96 2.73
H -0.61 -0.51 -6.47
H -4.81 -0.70 1.28
C 4.19 0.80 1.29
H -1.73 -8.18 1.97
C -6.27 0.02 2.69
H -2.09 -6.53 -1.29
H -0.64 -2.36 2.81
H -3.23 -6.34 0.05
C 3.90 0.03 0.17
H -1.23 -3.42 -6.74
C 1.21 -3.27 -5.45
H 5.48 4.29 -1.47
H -5.56 1.73 5.52
H 0.09 1.42 4.82
C 0.24 -1.19 -6.43
C -1.50 -7.12 2.07
C 4.97 5.15 1.60
C 0.13 -7.22 0.18
Ir -0.37 -0.23 0.62
C -0.94 6.69 -0.29
H 1.07 -4.13 -4.80
H -0.67 -7.02 2.77
C -0.23 0.06 -2.39
C 0.02 -2.30 -5.39
H -0.85 7.76 -0.38
H -0.77 -4.82 -1.38
C 3.19 1.09 2.20
C -0.11 -0.38 -3.70
H 1.14 -0.62 -6.23
C 2.59 -0.37 -0.03
N -0.46 -2.29 0.78
H 2.30 -0.94 -0.90
N -1.51 0.56 3.15
C -6.48 0.70 3.88
H 0.93 6.51 0.75
N 0.99 3.93 1.19
C 0.79 0.83 2.91
C -1.32 2.44 -0.02
C -0.87 -4.32 1.94
C -1.13 3.92 -0.04
H 3.40 1.67 3.08
H 5.19 1.17 1.45
H -0.01 0.36 -4.48
H -1.02 -4.80 2.89
H -2.14 -2.39 -5.64
H 1.32 -3.64 -6.47
C -1.28 -3.05 -5.72
C -2.14 4.66 -0.65
H 6.00 5.46 1.72
C -0.10 -1.74 -3.98
C -2.54 0.09 2.40
C -1.16 -6.54 0.69
C -4.10 0.99 4.13
H 1.96 5.14 -1.56
*
```

---

Computed, not measured: a molecular structure, C19H35BrI3O16PS, with the ωB97M-V functional and the def2-TZVPD basis.

Structure (ORCA input):
```
! wB97M-V def2-TZVPD RIJCOSX def2/J DEFGRID3
* xyz 0 1
C -1.08 3.77 1.94
I 1.50 5.15 0.99
O -5.59 -4.22 2.26
O -4.04 -2.63 2.67
H -7.73 -3.27 3.49
C -1.51 -5.78 -3.06
H 1.93 11.71 -3.58
C 2.92 1.63 -0.99
H -1.06 -6.13 -3.98
H 3.17 -0.49 -0.61
H -1.68 2.89 1.69
H 1.80 10.52 -4.89
H 1.11 10.15 -3.29
H -1.78 4.50 2.35
H 1.39 -9.62 4.08
H 4.87 6.84 -4.41
H -0.34 3.51 2.68
C 2.69 0.37 -0.15
C -0.92 -2.14 -0.23
O -6.13 -2.11 2.85
C -1.27 -3.97 -1.62
H -0.24 1.57 -1.46
C 1.92 10.65 -3.82
O -2.14 -4.39 -0.90
H -3.07 -4.43 3.07
H -1.97 -1.83 -0.25
C -0.34 -6.11 1.21
C 0.21 -7.58 2.93
O -0.84 -4.56 -2.73
C -0.58 3.44 -0.57
C 3.36 8.84 -3.62
O 3.19 10.14 -3.39
H -0.74 -2.75 0.65
H 1.10 -8.34 5.28
O 1.18 1.78 1.70
O -0.76 -7.09 2.17
I -0.53 4.67 -2.35
H 1.95 3.50 -1.44
H 6.02 2.02 -0.85
O 1.31 0.00 0.03
H 1.53 2.22 -2.52
H -1.61 3.07 -0.56
H 0.10 -5.25 1.72
H -2.07 -3.07 2.50
H 3.15 0.48 0.84
O 1.38 -7.27 2.87
H -0.28 -1.26 -0.19
C 4.88 7.11 -3.35
C -0.46 4.35 0.65
C 1.69 2.45 -1.47
O -0.57 -2.86 -1.42
C -5.28 -3.10 2.56
H -1.23 -5.81 0.67
H 5.88 6.97 -2.95
H -1.03 5.24 0.41
H 0.07 -9.78 5.26
H 0.39 -6.54 0.52
H -3.10 -3.95 1.35
P 4.13 2.66 0.03
Br 4.56 4.34 -1.39
O 4.57 8.49 -3.17
O -0.31 -8.48 3.76
O 2.56 8.10 -4.13
O -0.86 0.67 0.92
H -7.77 -2.80 1.77
H -2.57 -5.60 -3.21
C 0.32 2.22 -0.79
C -3.02 -3.59 2.38
C 0.63 -9.09 4.64
S 0.43 1.19 0.64
H -1.37 -6.51 -2.27
O 5.47 1.74 -0.10
I 3.95 1.01 -2.85
C -7.51 -2.48 2.78
H -8.07 -1.59 3.03
H 4.17 6.49 -2.81
*
```

---

Computed, not measured: C18H25N5O3S2 in the gas phase at a distorted geometry, with the ωB97M-V functional and the def2-TZVPD basis.

ΔE to the lowest compared entry with this formula, charge and spin   0.712 eV
SMILES string   Cc1ccccc1N1CCN(S(=O)(=O)c2nnc(NC(=O)CC(C)C)s2)CC1

Structure (ORCA input):
```
! wB97M-V def2-TZVPD RIJCOSX def2/J DEFGRID3
* xyz 0 1
C 3.36 1.25 0.36
O 0.69 4.59 -1.34
H 2.22 -3.70 0.34
O 6.19 -0.81 0.72
O 0.35 4.77 1.10
C 3.37 -2.07 -0.50
H -5.44 -2.31 1.04
H -4.89 0.53 2.01
C 5.01 -0.60 0.69
H -1.06 -1.29 -0.95
H -0.89 3.06 -2.25
H -1.92 0.73 -2.19
S 3.14 2.99 0.02
C -1.56 1.22 -1.28
N 2.23 0.63 0.52
N 1.17 1.42 0.40
N -1.23 3.43 -0.27
H -2.64 1.21 1.87
H 3.13 -1.21 1.46
C 1.44 2.65 0.15
C 3.93 -1.63 0.86
C -3.66 -3.12 0.18
C -4.47 -2.08 0.61
H 4.37 -2.49 1.37
H -0.96 1.16 1.29
H 5.34 -2.41 -1.33
H -6.04 0.05 0.77
C 4.39 -2.93 -1.24
H -4.79 1.25 0.39
C -2.43 -2.82 -0.39
C -1.98 1.50 1.05
N -2.45 0.89 -0.19
H -0.52 0.91 -1.09
S 0.28 4.01 -0.10
H -2.60 3.05 -1.76
H 3.15 -1.18 -1.10
C -1.98 3.02 0.90
H -3.98 -4.14 0.28
C -2.02 -1.51 -0.51
C -5.01 0.34 0.94
H -1.53 3.51 1.76
C -1.59 2.74 -1.48
N 4.59 0.71 0.42
H 4.03 -3.17 -2.24
H 5.37 1.35 0.28
C 2.06 -2.83 -0.29
H 1.32 -2.19 0.18
H -1.79 -3.62 -0.74
H -3.01 3.38 0.78
C -2.83 -0.47 -0.06
H 1.66 -3.17 -1.25
H 4.56 -3.86 -0.70
C -4.08 -0.76 0.50
*
```

---

Computed, not measured: a molecular structure, C41H44Cl2N6O6SSr, with the ωB97M-V functional and the def2-TZVPD basis.

ΔE to the lowest compared entry with this formula, charge and spin   0.480 eV

Structure (ORCA input):
```
! wB97M-V def2-TZVPD RIJCOSX def2/J DEFGRID3
* xyz 0 1
H 2.45 1.36 -1.28
H -6.65 -2.69 0.40
C 2.48 -3.51 -0.87
C -7.26 -0.12 -1.71
N 1.50 2.15 1.35
H -4.45 -1.56 0.50
H 3.83 3.94 3.82
H 2.34 5.23 2.37
C -1.23 4.15 -0.96
H 4.33 0.33 2.33
C 2.84 -5.21 0.81
H 6.28 1.24 1.09
C -0.83 -0.35 -3.47
C 0.52 5.61 0.49
C 2.94 -2.36 -1.72
C 3.17 2.04 3.05
H -0.33 -5.35 -0.35
O -3.17 1.36 -2.07
C 1.54 -5.66 0.67
H -2.16 -2.37 3.38
N -0.15 -1.38 1.71
C -0.19 -1.55 3.16
Sr -0.26 0.79 -0.15
H -1.92 3.51 -1.51
H -1.07 2.79 2.69
H 1.18 -6.49 1.26
H 2.88 1.86 -3.33
H 0.73 -1.69 1.32
O -2.49 -0.19 -0.33
C 2.55 -0.99 -1.14
S -3.48 0.83 -0.75
O 1.43 -0.95 -0.56
N 4.67 -3.74 0.27
H 0.10 -0.08 -6.70
H -2.27 2.05 1.88
Cl 7.00 -2.87 -1.35
C 1.49 3.48 1.42
Cl 3.08 -2.13 2.35
H -1.56 -1.28 -5.25
C -2.40 -0.24 3.23
N -0.35 3.51 -0.18
C 3.17 3.43 3.12
C 2.31 1.45 2.13
H -8.73 -2.98 -1.46
H -2.04 5.99 -1.68
C -1.76 1.10 3.62
C 1.87 2.10 -2.98
H -8.05 0.28 -2.33
C -5.03 -0.01 -0.85
H 7.46 -0.24 -0.54
H -5.84 1.40 -2.24
C 0.96 0.96 -5.03
C 0.90 1.14 -3.65
C 5.95 0.22 0.92
H 1.69 1.50 -5.61
C -0.40 6.27 -0.31
H 1.64 3.11 -3.32
C -1.62 -1.47 3.69
H 4.01 -2.37 -1.92
C -6.03 0.51 -1.65
H 3.51 -5.67 1.53
H -9.27 -2.08 -0.04
C -6.48 -1.79 -0.18
H 2.28 0.37 2.01
H -0.84 0.92 4.18
H -2.51 -0.26 2.14
H -0.86 -1.95 1.27
H 2.43 -2.42 -2.69
H 3.80 1.44 3.68
H -1.58 -1.50 4.78
C -8.84 -1.98 -1.04
C -5.25 -1.16 -0.11
H 0.42 -0.77 3.61
N -1.42 1.88 2.42
N 0.02 0.50 -2.89
C 6.61 -0.59 0.02
O 3.34 -0.04 -1.27
C 5.05 -2.42 0.48
C 3.31 -4.14 0.06
H 0.24 -2.51 3.48
H -2.44 1.65 4.29
C 6.16 -1.88 -0.19
H 0.52 -3.46 -1.69
C -1.30 5.53 -1.05
H -0.41 7.35 -0.35
C 0.69 -5.02 -0.23
O 1.82 2.08 -1.58
H -1.54 -0.83 -2.81
C 4.86 -0.27 1.61
C 2.33 4.15 2.30
C 0.52 4.22 0.54
C -0.84 -0.59 -4.83
H 5.32 -4.24 -0.32
C 0.07 0.08 -5.63
C 4.43 -1.57 1.40
H -3.41 -0.30 3.63
C 1.17 -3.96 -0.99
O -3.61 1.86 0.28
C -7.51 -1.28 -0.97
H -9.54 -1.42 -1.66
H 1.24 6.19 1.06
*
```

---

Highest occupied orbital energy for every record listed, in sequence, given in eV: -9.49, -9.25, -8.33, -8.00.